[1]
{
  "formula": "C5H9NO",
  "method": "wB97M-V/def2-TZVPD",
  "largest_force_ev_per_a": 0.663,
  "multiplicity": 1,
  "elements": ["C", "C", "C", "C", "N", "C", "O", "H", "H", "H", "H", "H", "H", "H", "H", "H"],
  "coordinates": [[0.826, 1.150, 0.578], [0.374, -0.170, -0.010], [1.381, -0.888, -0.871], [-0.627, -0.977, 0.744], [-1.017, -0.299, -0.454], [-2.044, 0.632, -0.418], [-2.929, 0.577, 0.408], [1.118, 1.845, -0.219], [1.694, 0.986, 1.227], [0.034, 1.617, 1.173], [2.271, -1.137, -0.281], [0.939, -1.812, -1.255], [1.668, -0.259, -1.719], [-0.642, -2.059, 0.670], [-0.987, -0.568, 1.684], [-2.058, 1.362, -1.259]],
  "forces_ev_per_a": [[-0.07, -0.01, -0.02], [0.03, 0.05, -0.03], [-0.06, 0.00, -0.05], [0.06, -0.27, 0.44], [-0.30, 0.40, -0.43], [-0.16, -0.12, 0.24], [0.14, 0.28, -0.41], [-0.01, -0.10, 0.14], [-0.13, 0.05, -0.13], [0.12, -0.10, -0.10], [-0.11, 0.07, -0.15], [0.13, 0.12, 0.02], [0.08, -0.11, 0.08], [0.19, 0.04, 0.10], [-0.09, -0.03, -0.08], [0.20, -0.28, 0.37]]
}


[2]
{
  "formula": "C4H9IN",
  "method": "wB97M-V/def2-TZVPD",
  "largest_force_ev_per_a": 5.191,
  "charge": 1,
  "multiplicity": 1,
  "elements": ["N", "C", "C", "C", "C", "I", "H", "H", "H", "H", "H", "H", "H", "H", "H"],
  "coordinates": [[0.270, 1.687, 1.003], [-0.012, 0.202, 0.755], [-1.357, -0.024, 0.152], [-0.100, -0.212, -0.700], [0.464, -1.648, -1.044], [2.315, -2.058, -0.120], [-0.498, 2.119, 1.465], [0.294, 2.209, 0.048], [1.247, 1.743, 1.185], [0.429, -0.297, 1.570], [-1.803, 0.804, -0.198], [-1.865, -0.961, 0.378], [0.023, 0.448, -1.508], [0.677, -1.525, -2.136], [-0.083, -2.486, -0.850]],
  "forces_ev_per_a": [[-0.13, -0.43, -5.17], [-0.98, 2.34, -1.51], [2.47, -3.62, 0.26], [0.41, -3.21, 2.24], [1.46, 4.03, -1.91], [0.49, 0.02, 0.15], [0.03, 0.73, 1.71], [-0.44, -1.16, 1.58], [0.85, 0.70, 1.83], [0.30, -1.23, 0.40], [-2.40, 2.62, -0.60], [-0.31, 0.67, 0.18], [0.42, 1.15, -0.57], [-0.16, -0.80, 0.92], [-2.02, -1.81, 0.49]]
}


Across the entries above, energy relative to the best compared isomer or geometry (same formula, charge and spin) takes the values 155.1, 191.2 kJ/mol, respectively.